# C2H10NO

A 2-piece molecular cluster, C2H10NO overall (ωB97M-V/def2-TZVPD, OMol25).

Each line ends with the Löwdin charge.
Cartesian coordinates (Å):
N (1.8387, 0.6541, 0.4305)  0.30
H (1.6386, 1.3134, 1.1828)  0.16
H (1.2744, -0.2218, 0.6351)  0.11
H (1.4833, 0.8247, -0.5171)  0.13
H (2.8462, 0.5699, 0.3326)  0.15
C (-1.2590, -0.1600, 0.2889)  -0.23
O (-0.2683, -0.8739, 1.1345)  -0.11
C (-0.9325, -0.1504, -1.2081)  -0.07
H (-2.1945, -0.7136, 0.3258)  0.12
H (-1.3239, 0.8484, 0.6789)  0.11
H (-0.8382, -1.5741, 1.4214)  0.09
H (-1.3708, -0.9795, -1.7554)  0.09
H (-1.0426, 0.8204, -1.6888)  0.09
H (0.1485, -0.3575, -1.2609)  0.05

Spin multiplicity ... 1
Frontier orbital gap ... 11.7 eV
HOMO ... -15.4 eV
ΔE to the lowest compared entry with this formula, charge and spin ... 1.124 eV
Charge ... +1
Electronic energy ... -211.917114 Eh



# C12H41FN18O12S

A 10-piece molecular cluster, C12H41FN18O12S overall (ωB97M-V/def2-TZVPD, OMol25).

Each line ends with the Löwdin charge.
Cartesian coordinates (Å):
O (1.0135, -3.5091, 1.8519)  0.07
C (0.5655, -2.3964, 2.0570)  -0.66
O (1.2610, -1.2500, 1.7959)  -0.41
S (1.9317, -1.2333, 0.2470)  0.90
O (-0.6156, -2.1938, 2.6315)  0.03
C (-1.4452, -1.1057, 2.1615)  -0.11
C (-2.6758, -1.6727, 1.4346)  -0.14
F (-2.8682, -3.0167, 1.7783)  -0.06
H (1.1644, -0.2492, -0.2536)  -0.11
H (-0.8993, -0.4092, 1.5213)  0.12
H (-1.7564, -0.5289, 3.0341)  0.11
H (-3.5608, -1.1033, 1.7337)  0.11
H (-2.5848, -1.5747, 0.3472)  0.11
C (-1.7589, -4.1320, 6.3293)  -0.69
O (-2.0086, -4.5254, 7.4581)  0.01
N (-1.1353, -2.9471, 6.0756)  0.17
N (-2.0897, -4.8524, 5.2110)  0.15
H (-0.9134, -2.6292, 5.1496)  0.08
H (-0.8689, -2.3820, 6.8580)  0.10
H (-2.5536, -5.7284, 5.3510)  0.10
H (-1.8969, -4.5378, 4.2777)  0.08
C (-2.6073, -4.3512, -1.3994)  -0.68
O (-3.5240, -3.5759, -1.1987)  0.02
N (-1.7610, -4.7331, -0.3958)  0.17
N (-2.3446, -4.8846, -2.6370)  0.14
H (-0.9909, -5.3606, -0.5239)  0.09
H (-1.9342, -4.3426, 0.5156)  0.08
H (-2.9499, -4.6160, -3.3886)  0.10
H (-1.5931, -5.5218, -2.8167)  0.09
C (3.1581, -3.3816, 4.9425)  -0.68
O (2.3999, -2.4431, 5.1307)  0.02
N (4.0414, -3.8042, 5.9044)  0.14
N (3.1783, -4.0744, 3.7690)  0.16
H (4.6705, -4.5724, 5.7770)  0.09
H (4.0369, -3.3129, 6.7773)  0.10
H (2.5235, -3.7697, 3.0645)  0.06
H (3.7871, -4.8481, 3.5881)  0.09
C (-3.4866, 2.2808, 1.7601)  -0.65
O (-3.1228, 1.2365, 2.3024)  0.00
N (-2.6264, 3.1455, 1.1919)  0.17
N (-4.8138, 2.6213, 1.6988)  0.15
H (-2.8876, 4.0053, 0.7480)  0.07
H (-1.6563, 2.8983, 1.1998)  0.09
H (-5.4722, 1.9916, 2.1145)  0.10
H (-5.1420, 3.4639, 1.2684)  0.09
C (-0.5324, 6.1431, 0.8180)  -0.68
O (-1.7238, 5.8914, 0.9163)  0.01
N (0.4061, 5.6429, 1.6586)  0.18
N (-0.0356, 6.9617, -0.1694)  0.15
H (1.3866, 5.8516, 1.5658)  0.06
H (0.0934, 5.0448, 2.4003)  0.11
H (-0.6939, 7.3736, -0.8029)  0.10
H (0.9384, 7.1943, -0.2356)  0.07
C (1.7522, -1.4862, -3.6041)  -0.68
O (2.2811, -0.5931, -2.9601)  0.00
N (0.8143, -2.3261, -3.0743)  0.17
N (2.0516, -1.7258, -4.9180)  0.15
H (0.3760, -3.0600, -3.6007)  0.09
H (0.5770, -2.2062, -2.1060)  0.06
H (2.7412, -1.1422, -5.3509)  0.10
H (1.6247, -2.4722, -5.4433)  0.05
C (-0.8260, 3.0138, -2.2527)  -0.67
O (-1.0002, 2.6160, -1.1145)  0.02
N (-0.2798, 4.2420, -2.5175)  0.16
N (-1.1757, 2.2748, -3.3471)  0.15
H (-0.1290, 4.5891, -3.4445)  0.09
H (-0.0279, 4.8136, -1.7308)  0.07
H (-1.5742, 1.3698, -3.1821)  0.10
H (-1.0364, 2.5827, -4.2894)  0.09
C (4.0243, 7.7729, 0.8817)  -0.67
O (3.3484, 6.8311, 1.2685)  0.01
N (4.7813, 8.5169, 1.7363)  0.16
N (4.0778, 8.1455, -0.4335)  0.15
H (5.3480, 9.2898, 1.4452)  0.10
H (4.7618, 8.2623, 2.7059)  0.11
H (3.5552, 7.5990, -1.0904)  0.10
H (4.6298, 8.9113, -0.7687)  0.09
C (0.2292, -3.6209, -7.6768)  -0.68
O (0.0878, -3.9047, -6.4966)  0.01
N (0.4731, -2.3412, -8.0955)  0.15
N (0.1502, -4.5597, -8.6634)  0.16
H (0.5901, -2.0875, -9.0575)  0.09
H (0.5172, -1.6254, -7.3937)  0.09
H (-0.0285, -5.5053, -8.3831)  0.11
H (0.2590, -4.3510, -9.6370)  0.10

Spin multiplicity ... 1
Frontier orbital gap ... 9.0 eV
HOMO ... -8.9 eV
Charge ... 0
Electronic energy ... -2868.751975 Eh



# C37H37HgN10O5S2

C37H37HgN10O5S2 as an isolated structure (ωB97M-V/def2-TZVPD, OMol25).

Each line ends with the Löwdin charge.
Cartesian coordinates (Å):
Hg (0.1588, 0.7281, 0.6040)  0.99
N (5.7399, -0.9835, -5.9570)  0.06
C (5.5536, -0.3195, -4.7589)  -0.35
C (4.7840, 0.8520, -4.7304)  -0.06
C (4.3553, 1.3216, -3.5213)  -0.06
C (4.6883, 0.6535, -2.2924)  -0.25
C (5.4922, -0.4992, -2.3228)  -0.05
C (5.9433, -0.9443, -3.5697)  -0.05
S (4.1675, 1.3836, -0.7142)  0.55
O (4.4495, 0.3289, 0.2315)  -0.36
O (4.8066, 2.6407, -0.4591)  -0.32
N (2.5880, 1.4938, -0.7110)  -0.12
C (1.7392, 2.3973, -1.2615)  -0.44
N (0.4583, 2.3609, -0.7309)  -0.02
C (-0.4701, 3.3248, -1.1106)  -0.07
C (-0.1059, 4.2416, -2.0594)  -0.08
C (1.1351, 4.0974, -2.6817)  -0.13
N (2.0270, 3.1929, -2.3135)  0.12
H (5.0390, -0.6615, -6.6878)  0.12
H (5.9119, -1.9778, -5.8936)  0.08
H (4.5906, 1.4386, -5.6089)  0.10
H (3.7832, 2.2558, -3.4584)  0.09
H (5.7548, -1.0270, -1.4014)  0.11
H (6.4344, -1.9130, -3.6527)  0.10
H (-1.4648, 3.2915, -0.6652)  0.11
H (-0.7595, 5.0531, -2.2832)  0.08
H (1.3778, 4.7801, -3.4624)  0.09
S (-0.5389, -1.0092, 2.0276)  0.48
C (-1.3089, -2.1102, 0.9588)  -0.86
N (-2.4634, -2.6547, 1.3810)  -0.02
N (-2.9777, -3.4114, 0.4200)  -0.06
C (-4.3057, -3.8101, 0.4445)  -0.24
C (-5.1086, -3.3507, 1.4925)  -0.06
C (-6.4497, -3.6775, 1.5789)  -0.12
C (-7.0350, -4.3339, 0.4699)  -0.16
C (-6.2280, -4.7932, -0.5797)  -0.16
C (-4.8830, -4.5463, -0.6217)  -0.06
N (-0.8779, -2.4984, -0.2833)  -0.07
N (-0.0453, -1.6824, -0.9026)  -0.06
C (0.0447, -1.8011, -2.2702)  -0.30
C (-0.9796, -2.3937, -3.0309)  -0.06
C (-0.8270, -2.5539, -4.3805)  -0.13
C (0.2017, -1.8708, -5.0143)  -0.16
C (1.1554, -1.1556, -4.3102)  -0.13
C (1.1660, -1.1980, -2.9120)  -0.03
H (-2.3492, -3.7354, -0.3132)  0.10
H (-4.6016, -2.7167, 2.2566)  0.11
H (-7.0105, -3.3851, 2.4744)  0.09
H (-8.1206, -4.6098, 0.5041)  0.08
H (-6.7149, -5.3199, -1.4014)  0.09
H (-4.3161, -4.7084, -1.5439)  0.10
H (-1.8164, -2.7351, -2.4370)  0.08
H (-1.5859, -3.1890, -4.8490)  0.09
H (0.3220, -1.9768, -6.0782)  0.07
H (1.6887, -0.3834, -4.8158)  0.07
H (2.0011, -0.7980, -2.2863)  0.10
C (-7.1540, 1.2010, -0.8026)  -0.06
O (-7.0263, 1.6342, 0.5762)  -0.11
C (-5.7280, 1.7856, 1.0777)  -0.30
C (-5.6519, 2.4138, 2.2769)  -0.07
C (-4.4467, 2.7899, 2.8448)  -0.07
C (-3.2571, 2.5099, 2.2176)  -0.12
C (-1.9052, 2.8993, 2.7145)  -0.34
C (-1.8832, 3.8849, 3.9021)  -0.05
O (-0.7684, 2.5919, 2.2556)  -0.09
C (-3.3264, 1.6487, 1.0760)  -0.35
O (-2.2922, 1.3568, 0.3386)  -0.21
C (-4.5812, 1.2818, 0.5528)  0.04
H (-8.2271, 1.1099, -0.8495)  0.07
H (-6.6862, 0.2229, -0.9834)  0.09
H (-6.8176, 2.0017, -1.4141)  0.08
H (-6.5707, 2.6287, 2.8316)  0.11
H (-4.5739, 3.2763, 3.7891)  0.10
H (-2.5797, 4.7422, 3.7592)  0.08
H (-0.9288, 4.3808, 4.0535)  0.06
H (-2.1273, 3.3499, 4.8288)  0.08
H (-4.5023, 0.5684, -0.2242)  0.11
C (6.7755, 1.2753, 3.5809)  -0.06
C (5.7010, 0.3663, 4.0069)  -0.35
C (5.5315, -0.1313, 5.3337)  -0.03
C (4.3930, -0.9536, 5.2548)  -0.41
N (3.9320, -1.0382, 4.0157)  0.08
N (4.8022, -0.2457, 3.2274)  0.06
C (3.5971, -1.6354, 6.3498)  -0.06
H (7.7686, 0.7742, 3.7941)  0.09
H (6.7135, 2.2416, 4.1785)  0.09
H (6.7431, 1.5065, 2.4850)  0.09
H (6.0478, 0.0196, 6.2838)  0.09
H (4.6018, -0.0837, 2.2003)  0.14
H (4.2134, -1.7922, 7.2985)  0.08
H (3.2859, -2.6268, 5.9873)  0.07
H (2.7140, -1.0569, 6.6760)  0.07

Spin multiplicity ... 2
<S²> ... 0.784
Frontier orbital gap (alpha / beta) ... 4.7 / 5.3 eV
HOMO (alpha / beta) ... -0.6 / -1.3 eV
ΔE to the lowest compared entry with this formula, charge and spin ... 0.867 eV
Charge ... -2
Electronic energy ... -3305.623232 Eh



Which of these has the highest spin multiplicity?
C37H37HgN10O5S2



Number 3 is which compound?
C37H37HgN10O5S2